Below is a structure of composition C20H31N3O2S, with properties calculated with the ωB97M-V functional and the def2-TZVPD basis.

Positions of all 57 atoms, in Å:
C  -0.733400  5.539837  0.831755
C  -1.316351  4.507623  -0.127589
C  -1.013963  3.078344  0.319198
C  0.520454  2.814672  0.325809
N  0.939483  1.501657  -0.148074
C  1.890640  1.470589  -1.248564
C  0.513522  0.405612  0.523949
O  -0.285514  0.510275  1.450793
C  1.028034  -0.947266  0.055290
C  0.540821  -2.111414  0.908993
C  0.437979  -3.399990  0.087101
C  -0.168604  -4.534736  0.908768
C  0.614858  -4.775368  2.197024
C  0.751427  -3.485168  3.002188
C  1.371567  -2.392627  2.155830
C  2.146615  -1.318881  2.849325
C  2.875113  -2.394329  2.082812
N  -1.741843  2.084093  -0.453345
C  -1.463761  1.820961  -1.751311
O  -0.831856  2.580521  -2.473326
C  -1.964307  0.509911  -2.256222
C  -2.150734  -0.615605  -1.500075
S  -2.623099  -1.889092  -2.505283
N  -2.590448  -1.006683  -3.890346
C  -2.226614  0.228855  -3.636954
C  -2.120205  1.212381  -4.757331
H  -1.004371  6.550001  0.525235
H  -1.106040  5.388257  1.847503
H  0.356589  5.494033  0.868989
H  -2.401505  4.623395  -0.177237
H  -0.932849  4.655340  -1.137250
H  -1.374010  2.951504  1.339599
H  1.008067  3.541020  -0.323283
H  0.888987  2.968993  1.342548
H  1.885613  0.502257  -1.739178
H  1.590168  2.211866  -1.986841
H  2.907492  1.686376  -0.907965
H  0.683384  -1.090375  -0.974379
H  2.118841  -0.919926  -0.003444
H  -0.464041  -1.851730  1.262009
H  -0.164531  -3.221524  -0.809212
H  1.438890  -3.686628  -0.256995
H  -1.202687  -4.273485  1.161926
H  -0.213323  -5.449667  0.313996
H  0.131474  -5.550350  2.795942
H  1.615137  -5.143988  1.945858
H  -0.235678  -3.155772  3.346314
H  1.360319  -3.652194  3.894475
H  2.135305  -0.319924  2.435581
H  2.186172  -1.346308  3.930586
H  3.399363  -3.156857  2.644677
H  3.364934  -2.117108  1.158143
H  -2.114676  1.327358  0.094860
H  -2.010538  -0.743635  -0.435143
H  -2.570411  2.165693  -4.486748
H  -1.072466  1.415911  -4.979524
H  -2.603433  0.803298  -5.641455

Force components x, y, z for each atom (eV/Å):
C -0.003 0.006 -0.001
C -0.063 0.009 0.060
C 0.111 -0.038 -0.075
C 0.001 -0.016 -0.016
N -0.007 0.005 0.023
C -0.004 -0.003 -0.007
C 0.023 0.009 0.010
O -0.008 -0.004 -0.003
C -0.002 0.000 0.006
C 0.006 -0.007 0.009
C 0.002 0.003 -0.004
C 0.002 0.002 -0.001
C -0.004 -0.001 0.000
C 0.010 0.003 0.001
C -0.001 0.009 -0.004
C -0.006 0.000 -0.002
C -0.001 -0.004 -0.006
N -0.074 0.095 0.001
C 0.016 -0.052 0.006
O 0.016 0.006 0.018
C 0.027 -0.024 -0.010
C -0.020 0.011 0.013
S 0.010 -0.007 -0.001
N -0.025 0.014 -0.004
C 0.005 -0.006 0.006
C 0.044 -0.019 -0.023
H 0.000 0.000 0.001
H 0.000 0.001 0.001
H -0.002 -0.002 -0.001
H -0.001 0.002 0.001
H 0.001 -0.004 0.001
H 0.008 0.001 0.004
H -0.003 0.003 0.006
H 0.002 -0.003 0.000
H 0.000 0.006 -0.005
H -0.002 -0.002 -0.002
H -0.002 -0.001 0.002
H -0.008 0.003 -0.002
H -0.002 -0.010 -0.002
H 0.000 0.000 -0.003
H 0.000 -0.001 0.005
H 0.001 -0.001 0.001
H -0.001 0.001 0.001
H 0.001 -0.001 0.000
H 0.000 -0.001 0.000
H 0.001 0.001 0.000
H -0.002 0.001 -0.002
H -0.001 0.000 0.000
H 0.003 0.001 0.000
H 0.000 -0.004 0.000
H -0.002 0.000 0.002
H 0.000 0.000 0.001
H -0.018 0.006 -0.014
H 0.012 0.004 -0.004
H -0.023 -0.003 0.000
H -0.008 0.007 0.011
H -0.008 0.005 0.001

As for the energy relative to the best compared isomer or geometry (same formula, charge and spin): 0.8 kcal/mol. Its total energy is -1493.6698 a.u. The value obtained for the HOMO energy is -9.305 eV. The lowest unoccupied orbital energy comes out at 0.6 eV. As for the multiplicity: 1. The value obtained for the gap between HOMO and LUMO is 9.9 eV.

List of natural (NBO) charges in e, atom by atom: number 1, C, carries -0.61; number 2, C, carries -0.41; number 3, C, carries -0.04; number 4, C, carries -0.22; number 5, N, carries -0.44; number 6, C, carries -0.41; number 7, C, carries 0.71; number 8, O, carries -0.68; number 9, C, carries -0.51; number 10, C, carries -0.20; number 11, C, carries -0.39; number 12, C, carries -0.39; number 13, C, carries -0.39; number 14, C, carries -0.39; number 15, C, carries -0.04; number 16, C, carries -0.41; number 17, C, carries -0.44; number 18, N, carries -0.60; number 19, C, carries 0.67; number 20, O, carries -0.65; number 21, C, carries -0.24; number 22, C, carries -0.41; number 23, S, carries 0.66; number 24, N, carries -0.61; number 25, C, carries 0.25; number 26, C, carries -0.65; number 27, H, carries 0.22; number 28, H, carries 0.20; number 29, H, carries 0.20; number 30, H, carries 0.21; number 31, H, carries 0.23; number 32, H, carries 0.22; number 33, H, carries 0.21; number 34, H, carries 0.21; number 35, H, carries 0.21; number 36, H, carries 0.23; number 37, H, carries 0.19; number 38, H, carries 0.24; number 39, H, carries 0.23; number 40, H, carries 0.22; number 41, H, carries 0.20; number 42, H, carries 0.20; number 43, H, carries 0.19; number 44, H, carries 0.21; number 45, H, carries 0.21; number 46, H, carries 0.20; number 47, H, carries 0.20; number 48, H, carries 0.21; number 49, H, carries 0.21; number 50, H, carries 0.22; number 51, H, carries 0.21; number 52, H, carries 0.21; number 53, H, carries 0.41; number 54, H, carries 0.25; number 55, H, carries 0.23; number 56, H, carries 0.24; number 57, H, carries 0.23